1.
C39H43N9PdS2Sb | the ωB97M-V functional and the def2-TZVPD basis

Element x y z (Å)
Pd (0.774, 0.391, 0.774)
N (0.886, -1.721, 3.301)
C (1.990, -1.890, 2.570)
N (2.865, -2.805, 2.974)
C (3.958, -2.909, 2.233)
N (4.859, -3.846, 2.564)
N (4.244, -2.138, 1.166)
C (3.318, -1.269, 0.832)
N (2.143, -1.122, 1.461)
C (3.667, -0.373, -0.327)
C (4.878, -0.547, -0.980)
C (5.217, 0.323, -2.005)
C (4.341, 1.339, -2.342)
C (3.148, 1.428, -1.644)
N (2.816, 0.594, -0.666)
H (0.825, -2.192, 4.186)
H (0.319, -0.907, 3.130)
H (4.720, -4.388, 3.398)
H (5.737, -3.875, 2.079)
H (5.534, -1.345, -0.669)
H (6.158, 0.210, -2.528)
H (4.572, 2.050, -3.123)
H (2.431, 2.217, -1.851)
S (0.085, 2.490, 0.120)
C (-1.604, 2.789, 0.230)
N (-2.016, 4.059, 0.240)
C (-3.419, 4.438, 0.383)
C (-4.284, 3.385, -0.281)
C (-3.953, 2.021, 0.295)
N (-2.503, 1.816, 0.273)
H (-1.296, 4.762, 0.246)
H (-3.562, 5.414, -0.074)
H (-3.672, 4.522, 1.444)
H (-4.092, 3.380, -1.356)
H (-5.338, 3.613, -0.123)
H (-4.405, 1.235, -0.310)
H (-4.332, 1.917, 1.313)
H (-2.142, 0.866, 0.337)
S (-1.317, -1.343, 0.453)
Sb (-0.709, -1.223, -1.699)
C (1.236, -1.841, -2.209)
C (1.732, -2.914, -1.473)
C (2.926, -3.513, -1.854)
C (3.615, -3.037, -2.963)
C (3.118, -1.962, -3.690)
C (1.921, -1.359, -3.318)
C (-1.355, 0.512, -2.715)
C (-2.721, 0.585, -2.970)
C (-3.242, 1.696, -3.618)
C (-2.396, 2.726, -4.019)
C (-1.031, 2.643, -3.776)
C (-0.508, 1.535, -3.120)
C (-1.823, -2.698, -2.718)
C (-1.384, -3.193, -3.948)
C (-2.156, -4.127, -4.629)
C (-3.359, -4.560, -4.087)
C (-3.793, -4.072, -2.861)
C (-3.025, -3.140, -2.172)
H (1.185, -3.290, -0.614)
H (3.312, -4.350, -1.286)
H (4.544, -3.506, -3.263)
H (3.656, -1.594, -4.555)
H (1.528, -0.535, -3.903)
H (-3.379, -0.227, -2.683)
H (-4.304, 1.749, -3.825)
H (-2.801, 3.587, -4.535)
H (-0.371, 3.439, -4.096)
H (0.555, 1.482, -2.918)
H (-0.443, -2.863, -4.372)
H (-1.817, -4.518, -5.580)
H (-3.957, -5.288, -4.620)
H (-4.727, -4.421, -2.438)
H (-3.347, -2.776, -1.203)
C (-2.476, -0.653, 3.991)
N (-1.773, 0.532, 4.461)
C (-2.673, 1.340, 5.272)
C (-1.173, 1.295, 3.363)
C (0.312, 1.577, 3.504)
C (0.766, 2.115, 4.708)
C (2.088, 2.492, 4.881)
C (2.980, 2.343, 3.829)
C (2.540, 1.795, 2.633)
C (1.221, 1.383, 2.464)
H (-3.362, -0.403, 3.380)
H (-2.812, -1.238, 4.848)
H (-1.830, -1.290, 3.383)
H (-3.534, 1.712, 4.689)
H (-2.149, 2.199, 5.688)
H (-3.058, 0.747, 6.101)
H (-1.678, 2.267, 3.290)
H (-1.358, 0.783, 2.419)
H (0.065, 2.232, 5.526)
H (2.418, 2.910, 5.824)
H (4.013, 2.648, 3.937)
H (3.242, 1.678, 1.816)

Cartesian forces (eV/Å) of the 2 atoms listed first:
-0.1 0.3 0.8
0.0 0.0 -0.1

Summary:
- Energy relative to the best compared isomer or geometry (same formula, charge and spin): 26.9 kJ/mol
- Frontier orbital gap (alpha / beta): 7.20 / 7.20 eV
- LUMO energy (alpha / beta): -2.5343 / -2.5338 eV
- Charge: +1



2.
H14O7 | the ωB97M-V functional and the def2-TZVPD basis

Element x y z (Å)
O (-0.005, -0.123, 0.337)
H (0.090, -0.160, 1.288)
H (0.634, 0.532, 0.057)
O (-4.010, 1.569, -0.416)
H (-4.590, 1.131, 0.207)
H (-3.266, 0.973, -0.509)
O (-1.901, -2.862, -2.568)
H (-1.482, -2.373, -1.860)
H (-1.433, -3.697, -2.594)
O (0.272, -1.450, 4.921)
H (-0.570, -1.867, 5.103)
H (0.575, -1.139, 5.774)
O (0.974, 3.503, -2.114)
H (0.404, 4.266, -2.216)
H (0.876, 3.019, -2.934)
O (-0.152, -5.651, 0.985)
H (-0.016, -4.758, 1.303)
H (0.716, -6.054, 1.024)
O (4.637, 5.026, -1.741)
H (4.446, 5.479, -2.563)
H (3.801, 4.636, -1.482)

Cartesian forces (eV/Å) of the 2 atoms listed first:
-0.2 -0.2 -0.2
0.0 0.0 0.3

Summary:
- Energy relative to the best compared isomer or geometry (same formula, charge and spin): 204.2 kJ/mol
- Frontier orbital gap: 11.66 eV
- LUMO energy: 0.3026 eV
- Structure (SMILES): O.O.O.O.O.O.O



3.
CH2N2O3 | the ωB97M-V functional and the def2-TZVPD basis

Element x y z (Å)
O (-0.978, 0.731, 0.129)
N (-1.434, -0.309, 0.188)
N (-1.488, -1.418, 0.542)
O (-2.255, -1.071, -0.756)
C (1.523, 0.533, -0.082)
O (1.462, -0.491, -0.689)
H (1.930, 0.462, 0.932)
H (1.240, 1.564, -0.265)

Cartesian forces (eV/Å) of the 2 atoms listed first:
0.9 4.1 0.5
-0.7 -0.9 -2.0

Summary:
- Energy relative to the best compared isomer or geometry (same formula, charge and spin): 602.1 kJ/mol
- Frontier orbital gap: 10.63 eV
- LUMO energy: 0.3688 eV
- Structure (SMILES): [O-][N+]1=NO1.C=O



4.
C3H9N2 | the ωB97M-V functional and the def2-TZVPD basis

Element x y z (Å)
N (-1.029, -1.651, 1.019)
C (-0.729, -0.557, 0.138)
C (0.294, -0.627, -0.992)
C (0.638, 0.227, 0.225)
N (0.520, 1.725, 0.093)
H (-0.172, -2.280, 1.106)
H (-1.821, -2.279, 0.612)
H (-1.534, 0.150, -0.159)
H (0.753, -1.577, -0.960)
H (0.020, -0.207, -1.963)
H (1.431, -0.161, 0.810)
H (-0.295, 1.818, -0.509)
H (1.397, 1.977, -0.369)
H (0.516, 2.218, 1.040)

Cartesian forces (eV/Å) of the 2 atoms listed first:
-0.2 -1.8 -0.9
1.3 1.3 -0.8

Summary:
- Energy relative to the best compared isomer or geometry (same formula, charge and spin): 219.4 kJ/mol
- Frontier orbital gap: 9.48 eV
- LUMO energy: -3.7946 eV
- Structure (SMILES): N[C@@H]1C[C@H]1[NH3+]
- Charge: +1